{
  "formula": "C23H42Cl3N4O3SSiSn",
  "method": "ωB97M-V/def2-TZVPD",
  "lumo_ev": 2.5921,
  "charge": -1,
  "fmax_ha_per_bohr": 0.084,
  "multiplicity": 1,
  "species": ["C", "C", "H", "H", "H", "C", "C", "H", "H", "H", "H", "Sn", "Cl", "Cl", "H", "H", "C", "C", "N", "H", "C", "O", "H", "H", "H", "H", "H", "H", "C", "C", "N", "H", "C", "O", "H", "H", "H", "H", "O", "C", "C", "C", "H", "C", "H", "C", "H", "C", "C", "H", "H", "H", "Si", "Cl", "C", "C", "C", "H", "H", "H", "H", "H", "H", "H", "H", "H", "S", "C", "N", "C", "C", "N", "H", "H", "H", "H", "H", "H"],
  "coordinates": [[-3.07190, 2.09376, -3.94936], [-2.69486, 2.41241, -2.51458], [-3.62495, 2.89806, -4.45620], [-3.67953, 1.18104, -3.99385], [-2.14318, 1.94952, -4.52186], [-3.34727, 3.38142, -1.84594], [-4.67978, 4.01175, -2.26393], [-2.92419, 3.91738, -0.97793], [-5.49667, 3.24838, -2.31397], [-4.59592, 4.50383, -3.26639], [-5.00907, 4.82862, -1.59149], [2.17057, -1.56138, 0.83907], [4.24839, -0.94813, -0.14805], [1.32397, -3.73430, 0.35500], [4.62586, -5.06528, 3.21552], [6.09344, -4.77391, 0.71313], [3.84968, -4.53996, 2.64893], [5.08199, -4.39810, 0.44274], [4.46420, -3.72992, 1.60642], [3.27242, -3.90612, 3.34119], [4.85140, -2.46294, 1.90086], [4.34329, -1.77201, 2.80814], [5.19038, -3.66756, -0.37501], [5.66662, -2.10925, 1.22126], [3.19572, -5.28986, 2.19410], [4.45332, -5.24196, 0.10327], [-3.22335, -0.47582, -1.10121], [-4.67997, 1.84125, 1.14810], [-3.95622, -0.65645, -0.28873], [-4.56447, 0.84893, 1.61632], [-3.55527, 0.07514, 0.90667], [-4.03284, -1.74789, -0.09233], [-2.35539, -0.19789, 1.51158], [-1.45486, -0.88131, 1.03119], [-4.25445, 0.98176, 2.65031], [-2.29050, 0.26614, 2.51879], [-4.97349, -0.27041, -0.56304], [-5.53164, 0.33221, 1.59402], [-1.56314, 0.28497, -1.98405], [-1.40166, 1.68054, -2.02186], [-1.57668, 2.52294, 0.39934], [-0.78754, 2.30312, -0.74664], [-2.60618, 2.11220, 0.42102], [-1.08176, 3.33789, 1.42769], [-0.70060, 1.89907, -2.84596], [0.53968, 2.66834, -0.70842], [-1.72788, 3.59290, 2.28972], [0.24321, 3.75010, 1.42642], [1.06828, 3.37340, 0.35017], [1.16838, 2.41518, -1.57274], [0.65894, 4.35163, 2.23038], [2.12083, 3.58822, 0.37957], [-1.06226, -1.77266, -2.46711], [1.07559, -0.69099, -1.06186], [-1.90038, -2.94312, -1.22385], [0.26235, -3.05173, -3.17986], [-1.85459, -1.28155, -4.07644], [-1.86558, -2.53613, -0.21000], [-1.46191, -3.94973, -1.15514], [-2.96754, -3.12322, -1.45319], [-2.88443, -0.92699, -3.92758], [-1.87811, -2.02416, -4.87869], [-1.25443, -0.44445, -4.44601], [0.91989, -3.43614, -2.38923], [0.87823, -2.57441, -3.96210], [-0.20791, -3.94384, -3.65504], [0.95945, 0.04452, 2.19259], [2.44925, 0.77646, 2.71775], [2.74354, 0.80983, 4.04508], [4.11104, 1.21570, 4.28633], [4.60213, 1.63104, 2.89728], [3.45017, 1.38198, 2.02206], [2.15769, 0.26961, 4.65596], [4.67742, 0.35968, 4.67788], [4.10433, 2.03732, 5.00257], [5.46352, 1.03181, 2.56734], [4.85324, 2.70334, 2.87461], [3.58391, 1.21621, 0.99929]],
  "forces_ev_per_angstrom": [[-0.1426, -0.3717, 0.2237], [0.2072, 0.5355, 0.3938], [0.0537, -0.1421, 0.3886], [0.2295, 0.0910, -0.2367], [-0.3099, -0.2380, 0.1521], [-0.1793, 0.7619, 0.1812], [-0.0432, 0.0896, -0.8234], [-0.1293, -1.0273, -0.2868], [0.5919, 0.6203, -0.0429], [-0.1803, -0.4924, 0.5403], [0.2893, -0.6019, -0.0921], [0.4769, -2.2654, 1.1449], [2.2299, 1.6196, -2.5697], [-1.0985, -2.6006, -0.7989], [0.0772, -0.0130, 0.0836], [-0.4645, -0.0029, -0.2019], [-0.3312, -0.0174, -0.1564], [0.1874, 0.1197, 0.5835], [0.3780, -0.0385, -0.0820], [0.2416, -0.2090, -0.5025], [0.4249, 0.2644, 1.0095], [1.3558, -0.9436, -0.6975], [-0.1679, -0.2871, 0.3181], [-0.5289, -0.2326, 0.9224], [-0.0462, 0.2573, 0.0604], [0.2082, 0.5497, 0.2390], [-0.4628, 0.0157, 0.4101], [-0.1034, -0.2134, 0.1600], [-0.6556, 0.0931, -0.3599], [0.2517, -0.0144, -0.4429], [0.2009, -0.5816, 0.7449], [0.0053, 0.6784, 0.0106], [0.2782, -0.5693, -0.6004], [-1.3850, 0.7270, 0.7569], [-0.0365, 0.0825, 0.0723], [0.2183, -0.0027, -0.2688], [0.9313, -0.3668, -0.0125], [0.1735, 0.0815, 0.0622], [-0.7276, -1.2969, 0.2193], [0.6947, -0.2881, -0.3973], [-0.0480, 0.4063, -0.3458], [-1.4551, -0.6479, 0.1694], [0.9685, 0.6151, -0.0116], [-0.5165, -0.5621, 0.5517], [0.3273, 0.2153, 0.1428], [0.5057, 0.1263, -0.9886], [0.3864, -0.1986, -0.5598], [0.4948, -0.1045, -0.7899], [-0.5319, 0.1198, 1.0284], [-0.2051, 0.0957, 0.4066], [-0.1451, -0.1220, -0.0198], [0.2683, 0.2239, -0.0392], [0.9430, -0.1149, -0.1383], [-1.1489, 0.4368, -2.0250], [-0.8122, 0.2592, 0.3709], [0.3118, 0.7395, 0.1312], [-0.8615, 0.2071, -0.3746], [0.0570, 0.0035, -0.2228], [0.4397, 0.5443, -0.4340], [0.3002, 0.3342, -0.1179], [0.3436, 0.0867, -0.0561], [0.1770, -0.3084, 0.2609], [-0.1433, 0.0384, 0.0462], [-0.1177, 0.2442, -0.1455], [-0.0555, -0.1509, 0.2825], [-0.2619, 0.7113, 0.3235], [-0.1172, 3.7595, 2.1674], [-1.2403, 0.0189, 0.3405], [-0.2518, 0.1451, -1.1962], [-0.0768, -0.5268, 0.6080], [0.2219, 0.2705, -0.5188], [-0.5639, -0.7451, -0.4094], [0.2004, -0.0868, 0.0821], [0.0309, 0.3165, -0.0463], [0.3449, 0.0554, 0.0142], [-0.2676, 0.2084, 0.1206], [0.0650, -0.3451, -0.0505], [-0.2786, -0.0391, 1.3388]]
}